(1)
ORCA calculation (the ωB97M-V functional and the def2-TZVPD basis) on an isolated molecule of C6H8O2.

Computed properties:
E	-10436.051	eV
HOMO level	-8.53	eV
LUMO energy	0.76	eV
SMILES	C1C[C@H]2O[C@@H]2[C@H]2O[C@H]12
HOMO-LUMO gap	9.30	eV

Last column: natural (NBO) charge in e.
Positions of all 16 atoms, in Å:
C (0.48222, 1.12310, 0.22094)  -0.421
C (-0.94611, 0.95134, -0.22947)  -0.442
C (-1.09031, -0.21979, 0.25370)  0.049
O (-1.96263, -1.53167, 0.02168)  -0.515
C (-0.49308, -1.42722, -0.30975)  0.003
C (0.78970, -1.32339, 0.51747)  0.055
O (2.02025, -1.24608, -0.12266)  -0.437
C (1.26005, -0.01232, -0.29093)  -0.014
H (0.78823, 2.06265, -0.35143)  0.232
H (0.73120, 1.75865, 1.25995)  0.251
H (-0.83429, 0.96059, -1.41503)  0.199
H (-1.27236, 1.77669, 0.23950)  0.237
H (-1.12415, -0.02775, 1.36360)  0.198
H (-0.38158, -1.28387, -1.46383)  0.207
H (1.02179, -1.32258, 1.59887)  0.225
H (1.01104, -0.23834, -1.29260)  0.174

Force components x, y, z for each atom (eV/Å):
C 5.47 6.67 1.50
C 2.61 5.88 -8.23
C -5.99 -10.67 5.42
O 2.50 1.19 -0.06
C -1.91 1.72 -0.18
C 1.55 0.47 -2.10
O 2.05 -0.06 1.33
C 0.25 -3.26 0.82
H -0.10 -1.11 0.03
H -1.07 -2.83 -1.84
H -0.91 0.54 2.23
H -2.71 2.83 0.94
H 0.40 -1.50 -0.58
H -0.06 -1.07 2.32
H -1.45 -0.03 -0.51
H -0.60 1.22 -1.10

***

(2)
ORCA calculation (the ωB97M-V functional and the def2-TZVPD basis) on a structure of composition C14H37N2NaO6Pb.

Computed properties:
E	-40022.495	eV
HOMO level	-12.83	eV
LUMO energy	-11.02	eV
charge	+2
HOMO-LUMO gap	1.81	eV

Last column: natural (NBO) charge in e.
Positions of all 61 atoms, in Å:
Na (10.94192, -23.99786, 15.36743)  0.982
Pb (13.22813, -21.71226, 14.41266)  1.532
C (10.95603, -23.50027, 11.92332)  -0.254
O (11.15929, -22.78885, 13.12329)  -0.980
H (11.55121, -24.41052, 11.99607)  0.175
H (9.94356, -23.89886, 11.85898)  0.167
H (11.15853, -23.01812, 10.96696)  0.200
C (15.66821, -20.40566, 8.02333)  -0.254
O (14.87092, -20.39296, 9.19700)  -0.576
C (13.53368, -20.95454, 9.08506)  -0.086
C (12.60509, -20.44544, 10.19469)  -0.227
N (12.48080, -19.01332, 10.14130)  -0.557
C (11.54163, -18.58781, 9.09052)  -0.251
C (11.63905, -17.01584, 9.00052)  -0.078
O (12.77021, -16.52776, 8.30914)  -0.545
C (13.09056, -15.17624, 8.70139)  -0.254
H (15.31030, -19.62469, 7.35245)  0.194
H (15.70536, -21.44915, 7.71051)  0.180
H (16.65545, -20.17252, 8.42224)  0.206
H (13.66528, -22.03046, 9.19984)  0.176
H (13.19145, -20.77892, 8.06518)  0.197
H (13.01794, -20.75364, 11.15525)  0.136
H (11.72498, -21.06691, 10.02961)  0.201
H (13.34638, -18.81603, 9.65970)  0.380
H (10.57626, -19.00835, 9.37214)  0.202
H (11.71929, -19.02832, 8.10945)  0.198
H (11.36674, -16.39763, 9.85594)  0.189
H (10.84373, -16.77639, 8.29465)  0.179
H (14.16906, -15.02904, 8.64423)  0.199
H (12.78662, -14.96602, 9.72684)  0.169
H (12.61941, -14.41594, 8.07845)  0.188
C (9.32226, -24.82385, 7.75855)  -0.246
O (9.47916, -26.05597, 8.41440)  -0.554
C (10.56629, -26.88011, 7.91923)  -0.068
C (11.51556, -27.30891, 9.05767)  -0.247
N (12.27761, -26.16954, 9.50260)  -0.621
C (13.35569, -26.48094, 10.41343)  -0.239
C (14.65872, -27.23797, 9.94392)  -0.059
O (14.44791, -28.56439, 10.30054)  -0.550
C (15.18736, -29.44397, 9.42327)  -0.273
H (9.50770, -24.82812, 6.68445)  0.184
H (9.92658, -24.03111, 8.19954)  0.136
H (8.32289, -24.40392, 7.87270)  0.194
H (11.08136, -26.45195, 7.05930)  0.185
H (10.09924, -27.78849, 7.53870)  0.189
H (12.21457, -28.09320, 8.76723)  0.215
H (10.83642, -27.70875, 9.81067)  0.176
H (11.68759, -25.51817, 10.00030)  0.339
H (12.97555, -26.90985, 11.34059)  0.160
H (13.89835, -25.63110, 10.82745)  0.168
H (15.55613, -26.84139, 10.41876)  0.163
H (14.77551, -27.21099, 8.86052)  0.183
H (14.53962, -29.86876, 8.65640)  0.188
H (15.63734, -30.17433, 10.09573)  0.202
H (16.06775, -29.02858, 8.93290)  0.180
C (7.62449, -22.73576, 13.50377)  -0.227
O (7.51551, -23.54430, 12.33317)  -0.694
H (8.05101, -21.75480, 13.29425)  0.172
H (6.70672, -22.75126, 14.09161)  0.218
H (8.33762, -23.23055, 14.16310)  0.088
H (8.37581, -23.60711, 11.91182)  0.449

Force components x, y, z for each atom (eV/Å):
Na -0.90 -0.43 -0.51
Pb -1.70 -0.37 -2.54
C 0.52 -1.47 0.12
O 1.89 1.53 2.43
H 0.27 -0.15 -0.52
H -0.06 0.28 0.29
H 0.29 0.54 0.34
C 0.08 -0.32 1.29
O -1.80 0.31 1.35
C 2.32 -0.45 0.02
C 0.48 -0.47 -1.25
N 0.02 -1.05 -1.44
C 0.12 1.58 1.32
C -2.21 -0.52 -2.27
O 1.04 0.18 1.24
C 0.26 -0.21 -0.06
H 0.17 -0.46 -0.53
H -0.04 0.22 -0.98
H 0.08 0.23 -0.46
H -0.27 -0.37 -0.06
H -0.56 0.25 0.09
H 0.48 -0.25 0.72
H -0.69 0.62 0.27
H 1.00 1.00 0.78
H -0.45 0.81 0.05
H 0.54 0.11 -0.20
H 0.49 -0.68 0.66
H -0.76 -0.02 0.05
H -0.04 -0.21 -0.14
H -0.01 -0.19 0.13
H -0.21 -0.24 -0.28
C -0.22 0.91 -0.04
O 0.79 -0.12 -0.22
C -0.34 -0.88 0.12
C -0.97 0.62 -0.76
N 1.14 0.67 0.20
C 2.07 0.39 0.80
C -2.46 -0.14 -0.24
O 0.99 -1.18 -0.88
C 0.26 -0.51 1.17
H 0.19 -0.37 -0.04
H 0.70 0.02 0.07
H -0.38 -0.69 0.17
H 0.11 0.47 0.26
H -0.11 -0.14 -0.01
H -0.20 -0.02 -0.27
H 0.13 -0.26 0.48
H -0.33 0.06 -0.31
H 0.09 -0.98 0.13
H -0.81 1.34 -0.37
H 0.06 0.21 0.12
H -0.04 0.65 -0.16
H -0.05 -0.15 0.17
H -0.42 -0.56 -0.31
H -0.19 0.75 -0.01
C 0.80 -0.92 -0.26
O -0.59 0.35 0.43
H -0.53 0.26 0.01
H -0.19 0.35 -0.64
H 0.50 -0.15 0.54
H -0.33 0.20 -0.04

***

(3)
ORCA calculation (the ωB97M-V functional and the def2-TZVPD basis) on a structure of composition C23H46Cl2NOReS3Si3.

Computed properties:
E	-111444.052	eV
2S+1	4
HOMO level (alpha / beta)	-9.95 / -10.67	eV
LUMO energy (alpha / beta)	-4.70 / -4.36	eV
charge	+1
HOMO-LUMO gap (alpha / beta)	5.25 / 6.31	eV

Last column: Mulliken spin population.
Positions of all 80 atoms, in Å:
Re (0.53434, -0.66860, 0.29518)  1.554
C (0.84249, 2.36125, -2.95032)  0.002
Si (-0.68008, 2.10814, -1.85093)  0.055
C (-2.07789, 1.11344, -2.69036)  0.009
C (-1.53496, 3.79649, -1.71962)  -0.001
C (-0.21574, 1.48694, -0.07566)  0.081
Si (1.17371, 2.63790, 0.64349)  -0.040
C (2.85771, 2.16131, -0.09584)  0.048
C (1.18398, 2.71211, 2.54121)  0.025
C (0.95218, 4.45129, 0.16254)  0.001
Si (-1.80893, 1.66130, 0.93358)  0.016
C (-2.17485, 3.38687, 1.59467)  0.003
C (-3.42449, 0.96064, 0.24989)  0.003
C (-1.49451, 0.48980, 2.39014)  -0.008
C (-2.20592, 0.52415, 3.58523)  0.002
C (-1.95065, -0.40764, 4.57420)  0.004
C (-0.98462, -1.37840, 4.33534)  -0.003
C (-0.32476, -1.37406, 3.12658)  -0.009
N (-0.57051, -0.45648, 2.17672)  0.032
H (0.59672, 2.14265, -3.99222)  -0.001
H (1.67963, 1.72710, -2.66000)  0.001
H (1.17850, 3.39995, -2.90304)  0.002
H (-1.80374, 0.83874, -3.71076)  -0.002
H (-2.98293, 1.72142, -2.74512)  0.002
H (-2.32221, 0.19232, -2.16284)  -0.001
H (-1.73983, 4.14391, -2.73581)  -0.001
H (-0.94526, 4.56375, -1.22398)  0.001
H (-2.49653, 3.71962, -1.20706)  0.000
H (2.85597, 1.16328, -0.53591)  -0.014
H (3.62430, 2.17472, 0.68213)  -0.008
H (3.15335, 2.87274, -0.86876)  0.004
H (1.27106, 1.74148, 3.02050)  0.000
H (0.29092, 3.19859, 2.93526)  0.006
H (2.04286, 3.31262, 2.85002)  -0.002
H (1.05245, 4.60930, -0.91179)  0.000
H (1.74646, 5.02081, 0.65178)  0.000
H (-0.00121, 4.86806, 0.49070)  -0.001
H (-2.27120, 4.09771, 0.77338)  -0.001
H (-1.39999, 3.75844, 2.26306)  -0.001
H (-3.12060, 3.39502, 2.14159)  0.000
H (-3.80204, 1.52692, -0.60191)  0.000
H (-4.18476, 0.99458, 1.03390)  0.000
H (-3.30942, -0.08212, -0.05444)  0.000
H (-2.95389, 1.29385, 3.72457)  0.000
H (-2.48853, -0.38722, 5.51279)  0.000
H (-0.74527, -2.12748, 5.07658)  0.001
H (0.43549, -2.11571, 2.91885)  -0.001
C (1.34198, -1.53551, -4.45623)  0.001
C (1.46536, -1.54709, -2.95786)  0.005
S (0.16855, -0.79983, -2.09753)  0.054
C (2.48651, -2.07435, -2.25707)  0.054
C (3.71365, -2.70670, -2.84438)  -0.001
S (2.42269, -1.97683, -0.53944)  -0.002
H (0.39352, -1.08571, -4.74746)  0.000
H (1.38812, -2.54484, -4.86781)  0.000
H (2.14485, -0.94794, -4.90420)  -0.002
H (3.60563, -2.84786, -3.91801)  -0.001
H (3.91539, -3.67170, -2.37804)  0.002
H (4.58121, -2.06960, -2.66369)  0.002
C (-2.14613, -4.20513, 2.33697)  -0.001
C (-2.07021, -4.51139, 0.85095)  0.000
S (-0.74445, -3.54866, 0.06919)  0.006
O (-1.25894, -2.10545, 0.13552)  0.009
C (-1.00665, -4.09327, -1.65528)  -0.002
C (0.11001, -5.03855, -2.07833)  0.001
H (-2.88568, -4.84834, 2.81174)  0.000
H (-2.44409, -3.16986, 2.49913)  0.001
H (-1.18601, -4.37519, 2.82673)  0.000
H (-2.99794, -4.25412, 0.33916)  0.001
H (-1.81557, -5.55601, 0.65992)  0.000
H (-0.99792, -3.17206, -2.23385)  0.005
H (-1.99132, -4.55350, -1.72641)  0.001
H (1.08103, -4.55247, -1.98186)  0.000
H (-0.02400, -5.32620, -3.12042)  0.000
H (0.11581, -5.94716, -1.47438)  0.000
Cl (5.23443, 2.94510, 3.25287)  0.123
C (4.68376, 1.37188, 3.41736)  0.833
Cl (2.23274, -0.35429, 1.77836)  0.107
H (3.88427, 1.17357, 4.11122)  0.030
H (5.14258, 0.59754, 2.82564)  0.016

Force components x, y, z for each atom (eV/Å):
Re -1.07 -1.02 -2.05
C -0.17 -0.10 0.18
Si -0.15 0.25 -0.16
C 0.21 -0.04 0.10
C 0.13 -0.07 0.14
C -0.07 -0.75 0.19
Si 0.21 0.25 0.01
C -0.23 -0.04 0.17
C -0.03 -0.21 -0.27
C -0.07 -0.15 0.01
Si -0.08 0.11 0.13
C 0.06 -0.12 -0.03
C 0.31 0.06 -0.13
C -0.17 0.33 -0.15
C 0.05 -0.08 0.11
C 0.01 0.04 -0.09
C 0.00 0.04 -0.05
C -0.06 -0.10 0.27
N 0.16 -0.24 0.05
H -0.02 0.00 0.01
H 0.01 -0.03 -0.02
H -0.03 -0.03 0.00
H 0.05 0.00 0.00
H 0.05 0.04 0.01
H -0.07 0.02 -0.07
H -0.01 -0.09 -0.06
H -0.21 -0.04 -0.15
H -0.03 0.00 -0.15
H 0.07 0.02 -0.04
H 0.00 -0.01 0.01
H -0.07 0.03 0.01
H 0.02 -0.06 0.08
H 0.11 0.02 -0.04
H 0.05 0.00 -0.04
H 0.04 0.04 0.07
H 0.06 -0.08 0.05
H 0.12 0.03 0.03
H -0.03 -0.04 0.11
H -0.09 0.01 -0.05
H -0.03 -0.07 -0.01
H -0.01 -0.02 0.03
H 0.06 0.05 0.07
H 0.01 0.01 -0.02
H 0.02 0.00 0.03
H 0.00 0.02 0.00
H 0.02 -0.02 -0.02
H 0.02 0.04 -0.06
C -0.06 0.00 0.05
C -0.09 -0.11 0.10
S 0.56 0.35 0.74
C -0.20 -0.12 0.08
C 0.01 0.03 0.08
S -0.59 0.90 0.29
H 0.03 -0.01 -0.09
H 0.01 0.01 -0.01
H -0.01 0.01 0.00
H 0.01 -0.02 0.00
H 0.02 -0.02 -0.05
H 0.03 -0.03 -0.04
C 0.01 0.02 -0.01
C 0.17 0.35 0.11
S -0.29 -1.10 -0.35
O 0.64 1.51 0.35
C 0.21 -0.06 0.12
C 0.01 0.02 0.08
H -0.01 -0.01 -0.02
H 0.01 -0.01 0.00
H -0.02 -0.02 0.01
H 0.02 -0.04 -0.08
H 0.02 0.01 -0.09
H -0.02 0.04 0.04
H -0.03 0.06 0.04
H 0.00 -0.01 -0.01
H -0.04 -0.02 0.02
H 0.02 -0.02 -0.04
Cl 0.09 0.35 -0.05
C -0.17 -0.47 0.03
Cl 0.48 0.26 0.49
H 0.01 0.08 0.02
H 0.05 0.06 -0.01

***

(4)
ORCA calculation (the ωB97M-V functional and the def2-TZVPD basis) on an isolated molecule of C4H5N3.

Computed properties:
E	-8697.413	eV
HOMO level	-10.07	eV
LUMO energy	0.57	eV
SMILES	CNC(C#N)C#N
HOMO-LUMO gap	10.64	eV

Last column: natural (NBO) charge in e.
Positions of all 12 atoms, in Å:
C (1.73820, 0.37162, -0.09922)  -0.411
N (0.44453, -0.25077, -0.54898)  -0.611
C (-0.89509, 0.15512, -0.24574)  -0.210
C (-1.81409, -0.95822, -0.63718)  0.273
N (-2.52642, -1.81098, -0.95748)  -0.265
C (-1.10175, 0.48132, 1.19035)  0.248
N (-1.15668, 0.77026, 2.31329)  -0.279
H (2.56900, 0.25766, -0.75095)  0.215
H (2.02027, -0.18947, 0.79535)  0.193
H (1.53612, 1.42020, 0.23463)  0.211
H (0.48265, -1.25125, -0.46630)  0.377
H (-1.29674, 1.00451, -0.82778)  0.261

Force components x, y, z for each atom (eV/Å):
C -2.57 0.18 2.23
N 1.17 -0.32 -1.24
C -0.54 0.06 0.11
C -0.48 -0.59 -0.11
N 0.82 0.95 0.36
C -0.12 0.50 1.72
N 0.07 -0.42 -1.63
H 0.15 0.20 -1.23
H 0.19 0.32 0.26
H 0.45 -0.78 -0.58
H 0.25 -0.13 -0.03
H 0.62 0.04 0.14